Entry 1:
The following is a DFT calculation (ωB97M-V/def2-TZVPD) of the ion C2H9N2 with charge +1 in a non-equilibrium geometry.

XYZ file:
```
13
Properties=species:S:1:pos:R:3:forces:R:3
N -0.307561 1.132951 1.147120 1.14 0.94 -1.32
C -0.844202 0.300201 0.074515 -5.21 0.35 -2.16
C -0.154971 -1.041773 -0.283337 -0.60 0.29 -1.76
N 1.285410 -0.616790 -0.401167 -1.29 1.35 -1.45
H 0.050225 1.864449 0.546852 1.00 0.67 0.66
H -0.985043 1.729943 1.664310 0.08 -1.51 -0.24
H -0.924651 0.897756 -1.019318 0.17 -1.31 2.85
H -1.962001 0.126399 0.413988 2.12 -0.27 -1.31
H -0.447696 -1.534911 -1.264941 -0.06 1.21 1.09
H -0.319032 -1.817195 0.437245 0.65 -0.20 0.85
H 1.261151 -0.011293 0.392165 2.00 -0.48 3.02
H 1.376499 0.255167 -0.961753 -0.40 -1.07 -1.33
H 1.971872 -1.284898 -0.745679 0.40 0.03 1.11
```
Forces are in eV/Å.

Structure (SMILES) ... NCC[NH3+]
Relative energy (zero: lowest compared OMol25 entry of this formula, charge and spin) ... 52.10 kcal/mol
Charge ... +1

=====

Entry 2:
The following is a DFT calculation (ωB97M-V/def2-TZVPD) of an isolated molecule of C5H8P2 in a non-equilibrium geometry.

XYZ file:
```
15
Properties=species:S:1:pos:R:3:forces:R:3
C -1.378937 -0.010554 -0.609452 0.05 -0.33 -0.27
C -1.652845 0.897236 0.498086 -0.40 0.06 -0.17
C -0.520149 -1.031257 -0.662141 -0.32 -0.16 -0.08
C -0.829884 1.304188 1.420007 -0.04 -0.17 -0.01
C 0.336503 -1.559597 0.429725 0.31 0.44 0.26
P 1.709561 -0.385174 0.981957 0.26 -0.99 0.45
P 1.823621 0.906766 -0.718662 -0.25 0.55 -0.56
H -1.964697 0.202172 -1.492504 -0.01 -0.05 -0.18
H -2.661533 1.325983 0.458087 0.03 0.05 0.19
H -0.429908 -1.553592 -1.605665 -0.09 0.02 -0.14
H -0.800117 1.944796 2.267467 -0.02 0.37 0.39
H -0.241130 -1.737496 1.342375 -0.02 -0.01 -0.01
H 0.793238 -2.508790 0.132814 -0.04 0.08 0.10
H 3.050678 0.446369 -1.214708 0.31 -0.27 -0.21
H 2.477976 1.897151 0.013250 0.21 0.40 0.25
```
Forces are in eV/Å.

2S+1 ... 3
Relative energy (zero: lowest compared OMol25 entry of this formula, charge and spin) ... 9.01 kcal/mol
Charge ... 0

=====

Entry 3:
The following is a DFT calculation (ωB97M-V/def2-TZVPD) of the ion C10H20FN4OS with charge +1.

XYZ file:
```
37
Properties=species:S:1:pos:R:3:forces:R:3
C 2.289428 -3.319201 0.441575 0.07 -0.02 0.12
O 2.737398 -2.404185 -0.544656 -0.06 -0.02 -0.09
C 2.814178 -1.062193 -0.135121 -0.07 0.02 -0.03
C 2.870222 -0.201962 -1.383751 0.04 0.04 0.12
C 1.615803 -0.337158 -2.259057 -0.02 0.01 -0.14
C 0.353126 -0.116571 -1.510028 0.03 -0.07 0.09
N -0.482681 -1.044914 -1.160211 0.03 0.04 -0.07
N -1.471870 -0.418691 -0.466194 0.14 0.46 0.04
C -2.569541 -1.310221 -0.001385 -0.21 -0.05 0.11
N -3.409365 -0.676584 0.969718 -0.09 -0.19 -0.12
C -1.272266 0.890473 -0.383925 -0.04 -0.38 -0.04
C -2.073869 1.959318 0.272206 0.05 -0.13 -0.14
C -1.758301 2.131333 1.767140 0.02 -0.14 -0.09
C -0.290888 2.161320 2.120565 0.11 0.03 0.08
F -2.338624 3.336858 2.120227 -0.06 0.08 0.06
N -0.099293 1.104768 -1.043102 -0.14 0.06 0.04
S 0.666339 2.629745 -1.252754 0.04 -0.08 -0.09
H 2.260333 -2.858165 1.433972 0.02 -0.03 -0.05
H 1.289842 -3.683815 0.187064 0.03 0.04 0.01
H 2.976715 -4.165400 0.477861 -0.05 0.03 -0.02
H 1.933049 -0.802621 0.476581 0.06 0.03 -0.02
H 3.702333 -0.875709 0.481648 -0.03 -0.07 0.00
H 3.725730 -0.509874 -1.987700 -0.01 0.05 0.05
H 3.029553 0.840349 -1.093687 -0.01 -0.07 -0.04
H 1.668187 0.368248 -3.092956 -0.01 -0.04 0.03
H 1.550286 -1.341209 -2.678958 0.04 0.04 0.07
H -2.054542 -2.176044 0.411111 0.01 0.06 -0.02
H -3.092444 -1.634472 -0.903664 0.06 0.09 0.01
H -3.564982 -1.283539 1.763436 0.10 0.11 0.06
H -4.318184 -0.439370 0.593135 0.05 0.04 0.00
H -3.132708 1.748192 0.153734 0.00 0.01 0.00
H -1.855166 2.900821 -0.235151 0.05 -0.04 0.04
H -2.267946 1.342017 2.318811 -0.03 0.02 0.07
H 0.265020 2.882782 1.516774 -0.08 -0.02 0.05
H 0.159313 1.170234 2.009001 -0.03 0.05 -0.03
H -0.189093 2.451315 3.166869 0.01 -0.03 -0.05
H 0.334909 2.744126 -2.549127 -0.03 0.07 -0.02
```
Forces are in eV/Å.

Structure (SMILES) ... COCCCc1nn(CN)c(C[C@@H](C)F)[n+]1S
DFT total energy ... -1185.1061 a.u.
Charge ... +1

=====

Entry 4:
The following is a DFT calculation (ωB97M-V/def2-TZVPD) of an isolated molecule of C3H6N2.

XYZ file:
```
11
Properties=species:S:1:pos:R:3:forces:R:3
H -0.909599 1.840345 -1.730874 -0.18 -0.32 0.00
N -0.551719 1.259895 -0.977274 -0.11 0.81 -0.42
C -1.123389 0.139835 -0.850634 -0.58 0.07 -0.59
N -0.771239 -0.646865 0.207076 0.29 -0.50 0.26
C 0.286941 -0.065815 0.952716 0.23 -0.02 0.39
C 1.561111 -0.352675 0.779056 0.05 -0.38 0.32
H -1.915699 -0.277115 -1.485654 0.15 0.11 0.02
H -0.747199 -1.645965 0.057036 -0.03 0.14 0.01
H -0.043929 0.724515 1.612836 0.11 0.04 0.04
H 2.329771 0.134175 1.351906 0.08 0.13 0.18
H 1.884951 -1.110335 0.083806 -0.01 -0.10 -0.21
```
Forces are in eV/Å.

Structure (SMILES) ... [H]/N=C/NC=C
Relative energy (zero: lowest compared OMol25 entry of this formula, charge and spin) ... 29.88 kcal/mol
Charge ... 0

=====

> Number 2 is which compound?

C5H8P2

=====

> What is the charge in the fourth record?

0